C26H58P4RuSe as an isolated structure at a distorted geometry. Source: the OMol25 dataset; level of theory: ωB97M-V with the def2-TZVPD basis set.

Geometry as XYZ:
```
90
Properties=species:S:1:pos:R:3:forces:R:3:lowdin_charge:R:1
Ru -0.88072 -1.70038 -0.85702 0.306 1.243 1.302 0.4298
P -2.28979 -1.81677 0.93013 -1.405 0.467 2.102 0.6547
P 0.36598 -3.50416 -0.98545 2.955 -3.040 -0.612 0.6374
P -2.57966 -1.86953 -2.29442 -2.516 0.397 -2.696 0.6398
H -0.43777 2.39815 -0.25140 -0.531 -0.110 -0.155 0.0302
C -1.38236 2.82266 -0.63227 0.053 -1.049 0.127 -0.0943
C -2.48167 2.96036 0.10744 -0.129 0.948 -0.577 -0.0581
H -2.62894 2.61018 1.12740 0.376 0.326 -0.030 0.0470
C -1.64722 -1.22877 2.53909 0.186 -0.121 -0.174 -0.2303
C -2.76835 -3.54865 1.32151 0.008 0.226 -0.219 -0.1994
C -3.82116 -0.83589 0.90445 -0.276 -0.029 -0.069 -0.2333
C 1.73318 -3.47188 -2.19774 -0.176 0.052 -0.113 -0.2393
C 1.34409 -4.01609 0.50599 -0.334 0.162 -0.189 -0.2325
C -0.43912 -5.09501 -1.42840 -0.287 0.301 0.143 -0.2100
C -3.40824 -0.22288 -2.39763 0.045 0.030 0.200 -0.2303
C -3.89915 -3.09621 -1.93206 0.125 -0.139 0.243 -0.2236
C -2.28881 -2.16554 -4.07786 0.298 -0.164 -0.030 -0.2575
H -1.41676 2.96962 -1.71537 0.061 0.658 0.538 0.0382
H -3.26549 3.61423 -0.30935 -0.055 -0.914 0.191 0.0799
H -1.38408 -0.17053 2.42971 -0.040 -0.174 0.132 0.0288
H -0.76268 -1.79833 2.84437 -0.132 0.131 -0.022 0.0489
H -2.43685 -1.34215 3.29198 0.215 0.073 -0.110 0.0726
H -1.86102 -4.13550 1.51408 -0.231 0.103 0.031 0.0462
H -3.31465 -4.00396 0.48862 0.096 0.037 0.303 0.0350
H -3.39345 -3.54597 2.22369 0.083 -0.023 -0.243 0.0800
H -3.55532 0.20378 0.66772 -0.149 -0.248 0.048 0.0366
H -4.28159 -0.86607 1.90232 0.076 -0.052 -0.285 0.0762
H -4.53421 -1.22004 0.16654 0.112 0.265 0.256 0.0394
H 2.39501 -4.30005 -1.92889 0.007 0.107 -0.147 0.0623
H 2.28656 -2.52995 -2.14827 -0.084 -0.145 -0.132 0.0396
H 1.33852 -3.64646 -3.20365 0.140 0.235 0.097 0.0612
H 1.98821 -4.84234 0.19760 -0.024 0.032 0.114 0.0611
H 0.69058 -4.37219 1.31300 0.135 0.167 -0.112 0.0516
H 1.98070 -3.19669 0.86833 -0.238 -0.167 -0.090 0.0395
H 0.36041 -5.83951 -1.47091 -0.069 0.032 0.011 0.0717
H -0.91449 -5.03575 -2.41566 0.055 0.022 0.267 0.0539
H -1.16541 -5.40891 -0.66904 0.092 0.059 -0.221 0.0502
H -4.16086 -0.21350 -3.19639 0.188 -0.135 0.122 0.0784
H -2.63980 0.53150 -2.61982 -0.222 -0.211 -0.009 0.0136
H -3.88712 0.06150 -1.45792 0.093 -0.069 -0.252 0.0181
H -4.61170 -3.15594 -2.76304 0.226 0.178 0.090 0.0767
H -4.45537 -2.86093 -1.02036 0.113 -0.013 -0.225 0.0285
H -3.45111 -4.08797 -1.80546 -0.058 0.104 -0.088 0.0464
H -3.24410 -2.31866 -4.59574 0.153 0.088 0.199 0.0716
H -1.66376 -3.04898 -4.23445 -0.061 0.063 -0.004 0.0497
H -1.77150 -1.30360 -4.51766 -0.168 -0.246 0.123 0.0101
C 0.66139 1.45131 -4.27354 -0.024 0.584 0.326 -0.6044
C 0.51823 2.78395 -3.81267 0.082 0.290 -0.085 -0.1229
C 0.84702 3.87043 -4.62895 -0.136 -0.496 0.281 -0.0390
C 1.36810 3.65830 -5.91541 -0.196 -0.213 0.436 -0.0122
C 1.51422 2.34863 -6.38857 -0.100 -0.215 0.074 -0.0378
C 1.14272 1.26394 -5.59596 0.065 -0.545 0.047 -0.0945
Se 0.24739 -0.00259 -3.09794 0.535 0.441 -0.867 0.7517
H -0.63822 -2.54664 0.52948 0.491 0.573 -0.312 -0.0477
H 0.15208 2.94235 -2.79983 0.200 0.090 -0.374 0.0548
H 0.69307 4.88221 -4.25752 0.105 -0.235 -0.080 0.1214
H 1.65072 4.50986 -6.53311 -0.076 -0.252 0.114 0.1298
H 1.91773 2.18674 -7.39205 -0.204 -0.066 0.400 0.1293
H 1.22704 0.24349 -5.97503 0.077 0.341 0.019 0.1108
C 3.41720 0.09356 1.18765 0.062 0.026 -0.114 -0.1010
C 2.11623 0.35394 1.96446 -0.137 0.121 -1.099 -0.5233
C 2.02508 -0.45571 3.25652 -0.068 0.019 0.575 -0.0850
P 1.84898 2.19487 2.10256 0.368 -0.938 3.140 1.3069
C 0.29256 2.53484 3.04614 -0.516 -0.116 -0.760 -0.5343
C 0.36601 2.47147 4.57567 0.279 -0.191 0.379 -0.0788
C -0.21150 3.91485 2.61453 -0.068 0.117 -0.144 -0.1137
C 3.18000 2.96873 3.15745 0.130 0.763 -1.020 -0.5074
C 3.73896 2.12584 4.28960 -0.024 -0.514 0.370 -0.0822
C 4.29383 3.45510 2.22209 0.207 0.297 -0.126 -0.1049
H 4.30942 0.36982 1.76670 -0.293 -0.113 -0.150 0.0808
H 3.42354 0.65829 0.24780 0.125 -0.114 0.124 0.0837
H 3.49938 -0.97160 0.93516 -0.007 0.211 0.123 0.0803
H 1.27172 0.04627 1.31605 0.157 0.060 0.105 0.0798
H 1.09129 -0.27218 3.80418 0.264 -0.045 -0.116 0.0635
H 2.05122 -1.52921 3.00920 0.016 0.330 -0.072 0.0886
H 2.87088 -0.26074 3.92889 -0.362 -0.101 -0.256 0.0778
H -0.40534 1.76020 2.68601 0.073 0.213 0.036 0.0799
H 1.05532 3.22384 4.98754 -0.245 -0.260 -0.149 0.0927
H -0.63701 2.70965 4.96332 0.278 -0.034 -0.191 0.1078
H 0.63977 1.48415 4.97191 -0.028 0.330 -0.139 0.0718
H -0.25951 4.00435 1.52789 -0.002 0.152 0.119 0.0472
H -1.22189 4.07041 3.00203 0.165 0.082 0.035 0.0983
H 0.44317 4.69722 3.01473 -0.177 -0.046 -0.081 0.0942
H 2.67961 3.85089 3.58809 0.015 -0.194 -0.231 0.1126
H 4.32458 1.27611 3.92282 -0.084 0.188 0.060 0.0813
H 4.42296 2.75403 4.87370 -0.108 0.009 -0.204 0.1146
H 2.97627 1.76470 4.98591 0.155 0.031 -0.156 0.0726
H 3.88799 4.06720 1.40653 0.184 -0.067 0.153 0.0822
H 5.00110 4.07340 2.78700 -0.103 -0.150 -0.145 0.1019
H 4.84773 2.61754 1.78121 -0.086 0.182 0.118 0.0763
```
Positions in Å, forces in eV/Å.

## Properties
Net charge = +3
Molecular weight = 674.676 g/mol
Relative energy (zero: lowest compared OMol25 entry of this formula, charge and spin) = 78.6 kJ/mol
⟨S²⟩ = 8.780
Total energy = -4886.1109 hartree
Spin multiplicity = 6
Orbital gap (spin up / spin down) = 7.66 / 5.62 eV

C26H58P4RuSe as an isolated structure at a distorted geometry. Source: the OMol25 dataset; level of theory: ωB97M-V with the def2-TZVPD basis set.

Geometry as XYZ:
```
90
Properties=species:S:1:pos:R:3:forces:R:3:lowdin_charge:R:1
Ru 1.44177 1.68089 0.14463 -2.589 -3.806 -0.710 0.3984
P 2.77451 0.72217 1.68380 1.944 0.227 2.634 0.7037
P 0.82328 3.71940 0.36755 0.348 4.440 2.030 0.6402
P 3.06665 1.80810 -1.35082 3.446 0.660 -2.305 0.6393
H -0.16565 -1.85645 -1.46934 0.677 -0.487 -0.439 0.0348
C 0.59970 -2.54376 -1.90467 1.005 0.537 0.987 -0.0904
C 1.47828 -3.20970 -1.12065 -0.996 -0.672 -1.177 -0.0394
H 1.47323 -3.18918 -0.02992 -0.175 0.088 -0.266 0.0320
C 1.83132 -0.11732 3.01599 -0.301 0.231 -0.235 -0.2306
C 3.91382 1.83704 2.60459 -0.144 0.151 -0.098 -0.1929
C 3.86872 -0.64328 1.14901 -0.203 -0.361 -0.568 -0.2120
C -0.26514 4.34081 -0.95323 0.046 -1.291 -0.682 -0.2109
C -0.16280 4.17937 1.83062 0.062 -0.580 0.043 -0.2284
C 2.08301 5.03071 0.38587 0.287 -0.287 -0.044 -0.2104
C 3.32567 0.18227 -2.14961 -0.390 -0.342 0.124 -0.2394
C 4.76775 2.29545 -0.84054 -0.021 0.149 0.297 -0.2177
C 2.96665 2.82814 -2.87033 -0.592 0.231 -0.258 -0.2696
H 0.72877 -2.54918 -2.99526 -0.308 -0.402 0.528 0.0501
H 2.07671 -4.02305 -1.58319 0.020 0.961 0.378 0.0887
H 1.20544 -0.90201 2.56676 0.115 0.129 0.206 0.0384
H 1.18209 0.62776 3.49372 0.116 -0.258 -0.023 0.0455
H 2.49268 -0.55603 3.77816 -0.061 0.110 -0.391 0.0844
H 3.34359 2.67502 3.03231 0.187 -0.232 -0.103 0.0609
H 4.71662 2.23668 1.96591 -0.405 -0.142 0.135 0.0492
H 4.39698 1.28696 3.43081 -0.302 0.048 -0.336 0.0852
H 3.26952 -1.38649 0.60051 0.293 0.116 0.082 0.0351
H 4.26995 -1.15153 2.04195 -0.290 0.381 -0.086 0.0909
H 4.72795 -0.33439 0.54351 -0.332 -0.003 0.080 0.0517
H -0.74839 5.26968 -0.61624 0.173 -0.351 0.038 0.0960
H -1.00624 3.56121 -1.17197 -0.242 0.453 -0.072 0.0330
H 0.32233 4.51750 -1.85664 -0.115 0.128 0.024 0.0455
H -0.16476 5.27171 1.94288 -0.069 -0.329 -0.005 0.0779
H 0.23738 3.69400 2.72885 -0.101 0.304 -0.108 0.0499
H -1.17848 3.81791 1.66331 -0.106 0.081 0.206 0.0563
H 1.58841 5.98318 0.64077 0.266 -0.356 -0.129 0.0839
H 2.53420 5.10366 -0.60683 0.069 0.123 0.106 0.0465
H 2.86970 4.80703 1.11609 -0.172 0.169 -0.077 0.0592
H 4.15644 0.24196 -2.86630 -0.188 0.087 0.180 0.0899
H 2.39482 -0.06280 -2.68742 0.478 -0.157 0.101 -0.0087
H 3.52628 -0.61050 -1.42397 -0.042 0.104 -0.276 0.0213
H 5.39685 2.40313 -1.73703 -0.261 -0.138 0.275 0.0767
H 5.24273 1.57152 -0.17099 -0.150 0.137 -0.156 0.0352
H 4.74076 3.26619 -0.32982 0.013 -0.155 -0.118 0.0573
H 3.96991 2.94656 -3.31097 -0.414 -0.003 0.219 0.0812
H 2.53298 3.80671 -2.63763 0.251 -0.014 -0.202 0.0374
H 2.31401 2.33862 -3.61721 0.569 0.346 0.332 -0.0283
C -0.75254 0.52000 -4.74851 -0.993 -0.080 -0.599 -0.5612
C -0.96631 -0.88187 -4.77418 0.083 -1.148 0.427 -0.0901
C -1.57009 -1.52282 -5.84535 0.402 -0.199 0.885 0.0075
C -2.10125 -0.78654 -6.92108 0.311 -0.009 0.308 0.0621
C -1.95037 0.60509 -6.90323 0.241 1.240 0.324 0.0112
C -1.30898 1.25670 -5.84626 -0.196 -0.144 -0.447 -0.0408
Se 0.06846 1.32304 -3.28984 -0.947 -0.581 -0.922 1.1129
H 1.12895 1.85650 1.70389 -0.190 0.401 0.024 -0.0183
H -0.68195 -1.45979 -3.88679 -0.021 0.111 -0.636 0.0706
H -1.64397 -2.61391 -5.82940 -0.105 0.420 0.022 0.1428
H -2.63924 -1.28967 -7.72220 0.161 0.140 0.082 0.1511
H -2.36322 1.19356 -7.73117 0.190 -0.138 0.451 0.1480
H -1.25898 2.33156 -5.79669 0.019 0.213 -0.377 0.1176
C -3.16023 -0.46382 1.12034 -0.396 -0.163 -0.236 -0.0911
C -2.11221 -0.91220 2.13589 0.987 -0.034 0.766 -0.5180
C -1.96160 0.13779 3.25100 0.054 0.100 0.104 -0.1183
P -2.33567 -2.60064 2.94416 -2.202 0.142 -2.809 1.3290
C -1.90389 -3.92016 1.69969 0.460 -0.605 0.534 -0.5120
C -0.50285 -4.47063 2.01405 0.034 -0.183 0.032 -0.1090
C -2.05737 -3.53383 0.22890 0.078 0.299 -0.265 -0.0992
C -4.15921 -2.89979 3.20764 0.376 -0.171 1.456 -0.5108
C -4.73701 -1.87483 4.18800 -0.069 0.083 0.096 -0.0976
C -4.99623 -3.08323 1.94313 0.169 0.100 -0.560 -0.0682
H -4.12870 -0.25303 1.59265 0.306 -0.086 -0.120 0.0877
H -3.30843 -1.17510 0.30127 -0.028 0.156 0.255 0.0665
H -2.81964 0.47912 0.66911 0.027 -0.126 0.181 0.0860
H -1.13738 -1.01024 1.61716 -0.256 -0.031 0.166 0.0803
H -1.21354 -0.15360 3.99699 -0.131 0.067 -0.082 0.0723
H -1.64888 1.09536 2.81385 -0.103 -0.123 0.082 0.0690
H -2.91256 0.30175 3.77423 0.275 -0.008 -0.142 0.0833
H -2.63409 -4.71872 1.91953 0.231 0.265 0.097 0.1228
H -0.47625 -4.89961 3.02239 0.107 0.053 -0.205 0.0898
H -0.24752 -5.26489 1.30007 -0.032 0.204 0.205 0.0994
H 0.26834 -3.69022 1.95674 -0.116 -0.110 -0.034 0.0543
H -1.47478 -2.63607 -0.01360 -0.166 -0.179 0.045 0.0385
H -1.65658 -4.34415 -0.39717 -0.044 0.109 0.307 0.1048
H -3.09638 -3.38525 -0.08262 0.244 0.072 0.165 0.0734
H -4.12535 -3.87273 3.72812 -0.076 0.158 -0.077 0.1260
H -4.85875 -0.88411 3.72690 -0.011 -0.289 0.131 0.0748
H -5.72398 -2.21797 4.51918 0.188 0.141 -0.062 0.1055
H -4.09954 -1.78189 5.07657 -0.234 0.055 -0.120 0.0896
H -4.58603 -3.85155 1.27951 -0.237 0.142 0.148 0.0706
H -5.99586 -3.41402 2.24793 0.207 0.028 0.092 0.1165
H -5.11836 -2.14929 1.38216 0.001 -0.317 0.167 0.0740
```
Positions in Å, forces in eV/Å.

## Properties
Net charge = +4
Molecular weight = 674.676 g/mol
Relative energy (zero: lowest compared OMol25 entry of this formula, charge and spin) = 17.0 kJ/mol
⟨S²⟩ = 6.033
Total energy = -4885.5786 hartree
Spin multiplicity = 5
Orbital gap (spin up / spin down) = 6.69 / 5.81 eV